Entry 1:
Computed, not measured: a cluster of 2 separate species, C3H4S in total, with ωB97M-V with the def2-TZVPD basis set.

Structure (ORCA input):
```
! RIJCOSX wB97M-V def2-TZVPD def2/J DEFGRID3
* xyz 0 3
S 2.99922 0.37911 -0.46628
C 1.22449 0.61684 -0.38824
C -0.60049 -0.08126 0.81260
C 1.60749 1.50907 -1.23171
H -0.05703 -0.61349 1.48202
H -1.30127 0.81864 1.14902
H 1.83379 2.08458 -2.08440
H -1.05178 -0.67182 0.01765
*
```

For the HOMO-LUMO gap (spin up / spin down), the calculation gives 0.2450 / 0.2660 hartree. The value obtained for the LUMO energy (spin up / spin down) is 0.6231 / -2.0480 eV. As for the energy above the lowest of the compared OMol25 structures with the same formula, charge and spin: 66.8 kcal/mol.

***

Entry 2:
Computed, not measured: a structure of composition C33H39N7OSSiZr, with ωB97M-V with the def2-TZVPD basis set.

Structure (ORCA input):
```
! RIJCOSX wB97M-V def2-TZVPD def2/J DEFGRID3
* xyz 2 1
Zr -0.27118 0.06743 0.00460
S -1.38512 -2.32924 -2.22936
Si 0.13174 -0.54060 2.52682
O -1.08357 -1.48720 -0.92350
N 3.07976 0.18515 -0.89492
N -3.05785 5.55583 -1.94943
N -0.15585 2.68876 -4.15026
N 3.30517 0.77532 -2.05674
N 1.81455 0.00167 -0.84960
N 1.18395 0.47442 -1.95021
N -0.64579 2.11318 -0.18628
C -2.12473 -1.16813 -3.40553
C 2.09145 -1.70774 4.20612
C -4.50814 -0.65434 3.13798
C -1.72640 -0.61624 2.75194
C 1.61703 3.84880 2.85258
C 4.72757 2.98984 -0.63441
C -2.29223 -1.32525 3.81611
C -1.35651 3.63163 -2.07934
C 0.72058 -3.24897 2.96153
C -0.12314 2.22350 3.17791
C 2.76188 -2.77673 4.78433
C -2.77344 -3.37279 -1.70729
C -2.60584 0.02933 1.86882
C 1.06423 -1.93087 3.28662
C 2.41029 -4.07634 4.45258
C 2.14356 0.95065 -2.70693
C -2.60212 -4.89218 -3.72765
C 4.88402 2.70234 -2.12388
C 0.31756 3.53756 3.22772
C 1.38750 -4.31472 3.54189
C 4.00341 3.61705 -2.96913
C -3.66709 -1.33365 4.01011
C -2.56331 -4.79800 -2.20692
C 0.73445 1.19830 2.75475
C -4.03580 -0.23516 -1.94185
C -2.28544 4.70840 -2.01997
C 2.04101 1.53727 2.36421
C -3.98113 0.02536 2.04966
C -2.82142 0.05152 -2.81614
C -1.00041 2.88659 -1.00797
C 2.48391 2.84856 2.42510
C -0.69890 3.18661 -3.26369
C 4.66176 1.22107 -2.44059
H -2.80202 -1.80639 -3.97933
H 4.29058 4.65657 -2.81735
H -3.69075 -2.93590 -2.09977
H -2.77019 -3.28966 -0.61916
H 1.96241 4.87324 2.90209
H 5.34885 2.33122 -0.02476
H -1.64991 -1.85503 4.50925
H -2.08288 0.65331 -2.27932
H -1.61924 -5.18811 -1.82051
H -0.08347 -3.44451 2.25820
H -4.49629 0.70148 -1.62807
H 3.55227 -2.59491 5.50020
H 1.11208 -5.33083 3.29222
H -3.56212 -4.54989 -4.11912
H -4.08556 -1.86433 4.85510
H 2.02130 1.41207 -3.67416
H 3.68823 2.87644 -0.31073
H 2.93051 -4.90835 4.90822
H -3.10904 0.66174 -3.67437
H -2.25594 0.63863 1.02126
H -1.13651 1.98989 3.48341
H -0.34895 4.31856 3.56905
H 5.92707 2.87330 -2.40399
H -4.79369 -0.79828 -2.48841
H 2.94843 3.54432 -2.68654
H -5.57677 -0.65303 3.30602
H -1.81049 -4.29757 -4.19640
H 5.01842 4.01773 -0.42109
H 2.36302 -0.69529 4.48308
H 5.34706 0.58842 -1.88114
H -2.45733 -5.91915 -4.05594
H 4.09551 3.40538 -4.03622
H 4.76786 1.01290 -3.50402
H -1.30195 -0.87061 -4.05663
H -4.63063 0.54607 1.35846
H 3.50218 3.09385 2.15309
H -3.35690 -5.40610 -1.77056
H -3.77824 -0.79575 -1.04030
H 2.72307 0.76064 2.02839
*
```

For the HOMO-LUMO gap, the calculation gives 0.2355 hartree. The value obtained for the LUMO energy is -6.6167 eV. As for the energy above the lowest of the compared OMol25 structures with the same formula, charge and spin: 13.7 kcal/mol.

***

Entry 3:
Computed, not measured: a structure of composition C23H53Br15N6O8P2, with ωB97M-V with the def2-TZVPD basis set.

Structure (ORCA input):
```
! RIJCOSX wB97M-V def2-TZVPD def2/J DEFGRID3
* xyz 0 1
Br 10.43868 -6.38475 -0.53559
Br -2.58722 -5.92236 -2.76564
Br 3.60475 -11.83496 0.34789
Br 8.36706 1.09203 -1.25182
Br -3.48200 -5.38058 -5.88156
Br 13.13985 -5.93583 1.27505
Br 3.53433 -9.63376 -2.19402
Br 7.81071 0.86192 -4.64993
Br 10.69720 0.10917 -3.41540
Br -4.84409 -7.66470 -4.12370
Br 13.46897 -6.82293 -1.93460
Br 4.58375 -0.96886 4.00089
Br 5.05082 -2.75369 6.76268
Br 7.01272 -3.31381 4.12657
Br 4.65330 -8.69519 0.74957
P -3.39420 -2.57575 7.68313
P 0.19379 8.11219 -6.73020
O 1.39897 -0.97753 -1.95915
O 2.11044 -2.57668 -0.41483
O -6.23837 0.40345 -0.47316
O 3.35809 -2.02644 -2.23207
O -6.45163 -1.09703 -2.24213
O 0.60716 7.91842 -8.13597
O -3.78687 -1.25372 7.09400
O -6.05371 1.19413 -2.53061
N -4.60131 -3.76256 7.64631
N 1.17249 9.16233 -5.90199
N -1.43489 8.57321 -6.42349
N -2.87891 -2.48297 9.29945
N -2.08038 -3.32189 6.80123
N 0.44071 6.65781 -5.89551
C -3.19036 -6.75271 -4.49395
C -0.00250 -0.86702 -1.50751
C 4.45655 -10.21278 -0.45967
C -4.50594 -5.05885 8.32819
C 12.35192 -5.86563 -0.58548
C -5.87908 -3.48852 6.98325
C 2.26911 -1.98175 -1.48294
C 4.29798 -3.15183 -2.14282
C -1.64289 -1.84617 9.54583
C -2.12792 9.38333 -7.35177
C 9.11321 1.25924 -3.13688
C -5.90787 1.15962 -3.90649
C -1.44252 -4.57508 7.22288
C -6.36698 -0.58139 0.52787
C -3.83070 -2.21204 10.32324
C 1.86189 10.27975 -6.47904
C -1.86197 8.78332 -5.03936
C 5.23586 -2.71094 4.74624
C 1.83053 6.06139 -5.91329
C -6.30499 0.04073 -1.79900
C 1.31132 9.04737 -4.40360
C -0.61111 5.67498 -5.55162
C -1.58461 -2.87664 5.52282
H -0.60685 -4.81928 6.56706
H -5.91513 2.19525 -4.24638
H -1.13695 -4.50843 8.26705
H -0.55522 -1.35160 -2.31237
H -2.99794 8.85879 -7.74678
H -1.28643 8.21406 -4.30942
H -2.43685 -7.47928 -4.79797
H 12.16564 -4.83976 -0.90326
H -6.79650 0.58563 -4.16910
H -0.76187 -2.07680 8.94690
H 1.21606 10.84699 -7.14930
H -2.91119 8.55835 -4.84805
H -0.28628 -1.36851 -0.58227
H 2.10361 10.99652 -5.69426
H 5.15216 -2.84653 -2.74719
H -2.45970 -2.58883 4.94016
H -5.75557 -3.24246 5.92859
H 4.67883 -3.32601 -1.13647
H 2.73269 10.03277 -7.08633
H -5.87866 -1.49527 0.18955
H -4.72142 -2.84015 10.30927
H 2.43777 6.65800 -6.59403
H 2.34977 8.82418 -4.15888
H -3.60247 -5.25197 8.90659
H -1.11166 5.37683 -6.47284
H -6.09473 -0.15234 1.49219
H -7.39958 -0.89392 0.68325
H -0.21679 0.19859 -1.58900
H -4.11534 -1.15985 10.32215
H -1.68055 9.83525 -4.81882
H 0.71150 8.21733 -4.03030
H 5.47833 -10.53613 -0.65842
H -1.13667 -3.69778 4.96319
H -6.58783 -4.31526 7.03086
H -3.44346 -2.39345 11.32585
H -4.71105 -5.84053 7.59675
H -0.26755 4.80037 -4.99923
H -2.10965 -5.43556 7.27394
H -6.34906 -2.58253 7.36588
H 1.78052 5.02252 -6.23939
H 0.97991 9.93451 -3.86392
H 9.55130 2.24651 -3.28338
H -1.43798 6.11396 -4.99335
H -5.34473 -5.17821 9.01397
H -1.01786 -1.95147 5.62758
H 4.48064 -3.38682 4.34509
H -2.56021 10.20211 -6.77657
H -1.55740 9.78051 -8.19131
H -4.96412 0.72464 -4.23545
H -1.78404 -0.77328 9.41509
H 2.29523 5.99699 -4.92942
H 3.88994 -4.07685 -2.55018
H -1.28381 -2.01884 10.56040
*
```

For the HOMO-LUMO gap, the calculation gives 0.2709 hartree. The value obtained for the LUMO energy is -0.7898 eV.

***

Entry 4:
Computed, not measured: the molecule C4H10O, with ωB97M-V with the def2-TZVPD basis set.

Structure (ORCA input):
```
! RIJCOSX wB97M-V def2-TZVPD def2/J DEFGRID3
* xyz 0 1
O -0.00362 0.35039 -0.21872
C 1.17224 -0.38905 0.01109
C -1.14838 -0.43961 -0.46538
C -2.34225 0.23543 0.18340
C 2.31530 0.58828 0.20414
H 2.07020 1.30589 0.99325
H -2.19730 0.28560 1.26724
H -3.26608 -0.31496 -0.02215
H -2.45124 1.25660 -0.19356
H 2.49989 1.14817 -0.71720
H 1.38663 -1.06520 -0.83243
H 3.23346 0.06045 0.48278
H -1.01810 -1.45084 -0.04918
H -1.29874 -0.55099 -1.55087
H 1.04799 -1.02017 0.90759
*
```

For the HOMO-LUMO gap, the calculation gives 0.3999 hartree. The value obtained for the LUMO energy is 1.2035 eV. As for the energy above the lowest of the compared OMol25 structures with the same formula, charge and spin: 13.6 kcal/mol. The SMILES is CCOCC.